# 1
Molecular formula: C8H8O2SSi
Method: DFT, the ωB97M-V functional and the def2-TZVPD basis

Bonds (Å) are listed after each position.
Atoms and positions in Å:
1 S 1.185 1.111 0.043  O3 1.453, O4 1.451, C5 1.741, C11 1.793
2 Si 3.608 -0.871 -0.040  C5 1.989, H16 1.482, H18 1.613, H19 1.536
3 O 1.474 1.978 1.172  S1 1.453
4 O 1.544 1.636 -1.262  S1 1.451
5 C 1.657 -0.558 0.190  S1 1.741, Si2 1.989, C8 1.343
6 C -0.682 -0.511 0.089  C8 1.454, C9 1.406, C11 1.410
7 C -1.671 1.687 -0.148  C10 1.423, C11 1.346, H13 1.049
8 C 0.543 -1.293 0.047  C5 1.343, C6 1.454, H14 1.120
9 C -1.922 -1.170 0.143  C6 1.406, C12 1.413, H20 1.030
10 C -2.931 1.033 -0.060  C7 1.423, C12 1.381, H15 1.162
11 C -0.591 0.887 -0.064  S1 1.793, C6 1.410, C7 1.346
12 C -3.056 -0.328 0.141  C9 1.413, C10 1.381, H17 1.077
13 H -1.425 2.699 -0.275  C7 1.049
14 H 0.281 -2.380 -0.021  C8 1.120
15 H -3.862 1.725 -0.114  C10 1.162
16 H 4.324 0.129 0.786  Si2 1.482
17 H -4.102 -0.572 0.213  C12 1.077
18 H 3.775 -2.427 0.350  Si2 1.613
19 H 3.989 -0.611 -1.505  Si2 1.536
20 H -2.136 -2.163 0.315  C9 1.030

Results
Kohn-Sham gap (hartree): 0.32415
LUMO (eV): -0.48
Energy above the lowest of the compared OMol25 structures with the same formula, charge and spin (eV): 0.780
Largest force on an atom (eV/Å): 4.3
SMILES string: O=S1(=O)C([SiH3])=Cc2ccccc21

Charges per atom according to Löwdin partitioning, unit e:
1. S 0.65
2. Si 0.69
3. O -0.30
4. O -0.31
5. C -0.43
6. C -0.24
7. C -0.03
8. C -0.09
9. C 0.01
10. C -0.07
11. C -0.22
12. C -0.07
13. H 0.11
14. H 0.14
15. H 0.14
16. H -0.07
17. H 0.10
18. H -0.04
19. H -0.06
20. H 0.09

# 2
Molecular formula: C3H8NP
Method: DFT, the ωB97M-V functional and the def2-TZVPD basis

Bonds (Å) are listed after each position.
Atoms and positions in Å:
1 P -1.560 -0.568 -0.277  N2 1.913, C3 1.713
2 N 0.331 -0.371 -0.482  P1 1.913, C4 1.448, C5 1.459
3 C -2.227 1.001 -0.102  P1 1.713, H8 1.069, H11 1.058
4 C 0.932 -1.641 -0.130  N2 1.448, H7 1.111, H9 1.206, H12 1.119
5 C 0.942 0.812 0.114  N2 1.459, H6 1.098, H10 1.194, H13 1.172
6 H 0.245 1.610 0.405  C5 1.098
7 H 1.912 -1.481 0.369  C4 1.111
8 H -1.693 1.926 -0.110  C3 1.069
9 H 0.115 -2.121 0.616  C4 1.206
10 H 1.689 1.431 -0.582  C5 1.194
11 H -3.260 1.162 0.059  C3 1.058
12 H 1.116 -2.307 -1.011  C4 1.119
13 H 1.458 0.548 1.133  C5 1.172

Results
Kohn-Sham gap (hartree): 0.31882
LUMO (eV): 0.27
Energy above the lowest of the compared OMol25 structures with the same formula, charge and spin (eV): 1.692
Largest force on an atom (eV/Å): 3.2
SMILES string: C=PN(C)C

Charges per atom according to Löwdin partitioning, unit e:
1. P 0.93
2. N -0.47
3. C -0.35
4. C -0.24
5. C -0.21
6. H 0.02
7. H 0.07
8. H -0.03
9. H 0.06
10. H 0.11
11. H -0.04
12. H 0.07
13. H 0.10